No. 1
{"formula": "C15H11BF3N3O4", "method": "the ωB97M-V functional and the def2-TZVPD basis", "mol_weight_g_mol": 365.08, "spin_multiplicity": 1, "smiles": "O=[N+]([O-])c1cccc2c1nc(C(F)(F)F)n2Cc1ccc(B(O)O)cc1", "e_tot_ev": -37223.137, "symbols": ["C", "C", "H", "O", "F", "C", "C", "C", "H", "C", "H", "C", "F", "N", "C", "C", "H", "O", "C", "H", "N", "N", "H", "C", "C", "O", "H", "H", "H", "H", "C", "C", "O", "H", "F", "B", "C"], "coordinates": [[-0.169, -1.868, 2.135], [1.153, -1.399, -1.230], [2.655, -0.173, 1.128], [0.104, 4.992, -2.853], [-1.826, -4.463, -0.530], [0.832, -1.410, 1.282], [1.109, 2.210, -2.312], [-1.425, -3.275, -0.980], [2.566, 0.676, -2.228], [1.543, 0.938, -2.036], [2.249, -1.468, -1.146], [1.857, -0.265, 3.072], [-0.557, -3.393, -2.017], [-1.077, -2.573, 1.416], [-0.193, -1.474, 3.461], [-0.682, -2.567, 0.159], [-2.155, 1.824, -1.874], [-1.382, -1.031, 5.429], [-0.688, 0.307, -1.526], [-1.392, -0.415, -1.175], [-1.345, -1.662, 4.359], [0.526, -1.870, 0.027], [0.780, -0.316, 4.899], [0.823, -0.692, 3.899], [-1.118, 1.544, -1.871], [-2.239, -2.478, 4.025], [0.893, -2.119, -1.996], [-2.229, 5.322, -1.960], [-0.169, 5.915, -2.920], [2.618, 0.365, 3.497], [-0.234, 2.544, -2.215], [0.653, -0.029, -1.622], [-1.985, 4.403, -1.809], [1.813, 2.961, -2.564], [-2.455, -2.520, -1.392], [-0.731, 4.046, -2.288], [1.876, -0.587, 1.753]]}

No. 2
{"formula": "C15H11Cl5MoOS2", "method": "the ωB97M-V functional and the def2-TZVPD basis", "total_charge": 2, "mol_weight_g_mol": 544.59, "spin_multiplicity": 1, "e_tot_ev": -103901.972, "symbols": ["C", "C", "H", "C", "Cl", "Cl", "H", "C", "C", "H", "C", "S", "C", "Cl", "O", "H", "H", "H", "C", "H", "C", "H", "Mo", "C", "C", "H", "C", "C", "C", "H", "Cl", "C", "Cl", "S", "H"], "coordinates": [[0.210, -0.288, -2.839], [-1.642, -3.370, 0.500], [-2.914, 0.192, -1.350], [-1.207, -4.285, -0.437], [-0.538, 4.835, 4.147], [3.804, 4.704, 0.899], [-1.891, -5.025, -0.822], [0.422, 4.039, 2.986], [0.115, -4.248, -0.888], [1.169, 0.215, -2.728], [0.086, 2.806, 2.474], [-1.350, -1.202, 2.145], [1.000, -3.301, -0.408], [2.778, 1.957, -0.276], [-0.398, 0.470, -0.677], [-0.084, -0.253, -3.885], [-0.989, 1.456, -2.324], [-2.583, -0.373, -2.989], [1.951, 2.746, 0.988], [0.309, -1.332, -2.537], [0.573, -2.358, 0.527], [0.455, -4.984, -1.601], [-0.039, 0.311, 0.967], [-0.773, -2.382, 0.979], [0.801, 2.112, 1.487], [2.031, -3.293, -0.736], [1.614, 4.635, 2.480], [-2.186, -0.327, -1.979], [2.381, 3.979, 1.491], [-2.049, -1.350, -1.623], [2.073, 6.155, 3.039], [-0.846, 0.416, -1.982], [-1.348, 1.916, 2.891], [1.717, -1.174, 1.199], [-2.653, -3.399, 0.881]]}

No. 3
{"formula": "C15H11F3N2O5PdS2", "method": "the ωB97M-V functional and the def2-TZVPD basis", "mol_weight_g_mol": 526.81, "spin_multiplicity": 1, "e_tot_ev": -62252.273, "symbols": ["O", "O", "C", "H", "H", "H", "C", "O", "Pd", "C", "O", "C", "C", "H", "H", "C", "H", "C", "F", "C", "H", "H", "O", "N", "C", "H", "H", "S", "H", "N", "C", "C", "F", "S", "C", "F", "C", "C", "C"], "coordinates": [[1.308, -1.381, -0.694], [-0.368, -0.474, 1.461], [0.018, -1.596, 2.068], [3.323, -0.877, -0.593], [-4.620, 3.203, -0.592], [1.105, -3.910, -1.780], [-2.545, 4.785, 0.045], [-0.553, -1.978, 3.058], [0.518, 0.688, 0.095], [-3.710, 2.631, -0.464], [2.255, 0.656, 1.082], [-3.731, 1.256, -0.606], [-1.379, 2.547, -0.001], [3.661, -3.603, -0.316], [3.246, -2.322, 1.750], [2.661, -1.669, -0.263], [-4.648, 0.731, -0.829], [1.495, -3.687, -0.789], [-3.157, 5.401, -0.979], [-2.533, 3.297, -0.149], [-2.462, -0.517, -0.526], [-0.370, -2.557, -0.337], [2.711, -0.209, 3.062], [-1.431, 1.214, -0.177], [2.903, -3.049, -0.870], [1.122, -3.390, 1.861], [3.235, -2.955, -1.901], [0.282, 2.966, 0.428], [1.464, -4.599, -0.194], [0.939, 1.243, -1.791], [-2.544, 0.558, -0.453], [2.471, -1.745, 1.251], [-3.205, 5.126, 1.164], [-0.648, 2.500, -3.691], [0.697, -2.566, -0.133], [-1.302, 5.280, 0.142], [2.475, -0.362, 1.888], [1.072, -2.429, 1.359], [0.245, 1.793, -2.586]]}

No. 4
{"formula": "C15H11NO5S", "method": "the ωB97M-V functional and the def2-TZVPD basis", "mol_weight_g_mol": 317.32, "spin_multiplicity": 1, "smiles": "O=C(CSc1ccccc1C(=O)O)c1ccc([N+](=O)[O-])cc1", "e_tot_ev": -38294.069, "symbols": ["H", "C", "C", "C", "N", "C", "S", "C", "H", "H", "C", "H", "H", "C", "C", "H", "O", "H", "O", "C", "H", "C", "C", "C", "O", "O", "H", "O", "H", "C", "C", "C", "H"], "coordinates": [[-4.388, -1.112, 1.666], [1.362, -1.297, -1.208], [-1.613, 0.530, 0.589], [-3.495, 1.005, -0.829], [-5.680, 0.009, -0.356], [1.994, -0.121, -0.834], [1.139, 1.401, -1.201], [0.567, 1.864, 0.481], [1.446, 2.079, 1.086], [-0.046, 2.751, 0.353], [-3.751, -0.476, 1.071], [5.752, 1.670, 0.534], [1.440, -3.430, -1.235], [3.830, -1.408, 0.027], [-4.283, 0.184, -0.031], [-1.547, 1.798, -1.152], [3.517, 2.162, 0.280], [4.794, -1.442, 0.510], [-6.342, -0.694, 0.375], [1.950, -2.522, -0.952], [-1.969, -0.804, 2.216], [3.994, 1.063, 0.138], [3.183, -2.577, -0.323], [-2.162, 1.180, -0.517], [0.353, -0.162, 1.691], [5.307, 0.840, 0.301], [-3.940, 1.493, -1.683], [-6.102, 0.578, -1.339], [0.398, -1.240, -1.692], [3.252, -0.165, -0.227], [-2.417, -0.302, 1.372], [-0.187, 0.672, 0.998], [3.642, -3.530, -0.109]]}

No. 5
{"formula": "C15H12BeF5N5O3S", "method": "the ωB97M-V functional and the def2-TZVPD basis", "total_charge": -2, "mol_weight_g_mol": 446.36, "spin_multiplicity": 1, "e_tot_ev": -54172.534, "symbols": ["F", "C", "H", "O", "N", "O", "H", "O", "H", "F", "H", "F", "C", "C", "H", "C", "C", "H", "C", "C", "H", "H", "S", "C", "C", "C", "C", "C", "N", "N", "C", "F", "H", "H", "Be", "H", "N", "C", "N", "H", "C", "F"], "coordinates": [[-2.514, 0.244, -2.802], [-2.759, 0.981, 3.794], [1.209, -3.429, -2.264], [-0.437, -1.440, -1.914], [2.815, 0.349, -1.575], [-1.885, -0.304, 2.031], [-2.054, 4.198, 4.643], [-0.842, -2.950, 2.378], [2.568, 1.123, -2.180], [-3.060, 1.387, -0.421], [1.847, -5.395, 1.792], [-3.253, -1.686, -2.112], [-3.294, -0.360, -1.900], [-2.804, 2.174, 4.482], [1.831, -4.948, -0.367], [-2.917, -0.012, -0.457], [-1.182, 3.115, 3.002], [-3.463, 2.267, 5.340], [1.965, 0.283, -0.445], [0.955, -4.834, 2.074], [1.160, -4.239, 2.961], [0.151, -5.531, 2.325], [2.564, -0.580, 0.925], [0.781, -3.336, -1.278], [-0.355, -2.948, 1.258], [-0.137, -2.226, -1.025], [-1.121, 1.926, 2.280], [-0.188, 1.803, 1.174], [0.590, -3.967, 0.979], [-0.641, -2.069, 0.258], [-1.925, 0.813, 2.660], [-4.033, -0.479, 0.256], [-3.367, 0.135, 4.088], [0.507, 2.627, 1.006], [-1.376, -0.509, 0.505], [-0.547, 3.939, 2.685], [0.850, 0.917, -0.611], [-2.015, 3.264, 4.096], [-0.104, 0.795, 0.395], [3.782, 0.360, -1.286], [1.119, -4.135, -0.266], [-4.574, 0.022, -2.213]]}

No. 6
{"formula": "C15H12Cl2I2N4O3P", "method": "the ωB97M-V functional and the def2-TZVPD basis", "total_charge": 1, "mol_weight_g_mol": 651.97, "spin_multiplicity": 1, "e_tot_ev": -78379.458, "symbols": ["C", "H", "C", "H", "H", "C", "H", "H", "Cl", "N", "Cl", "I", "C", "H", "O", "H", "C", "H", "P", "C", "O", "C", "C", "N", "I", "C", "N", "H", "N", "C", "C", "O", "C", "H", "C", "C", "H", "H", "C"], "coordinates": [[-1.136, 5.427, 3.030], [-1.037, 7.416, 2.306], [0.627, 6.301, 1.649], [1.100, 7.092, 1.083], [-4.186, -7.728, -3.499], [-2.849, -6.459, -2.401], [-0.257, 1.763, -0.569], [-1.445, -5.069, -1.579], [-0.415, -3.614, -3.760], [2.118, 0.974, 1.206], [-1.798, -4.729, -6.423], [4.914, 2.951, 1.644], [-0.548, 6.448, 2.335], [-3.594, -6.761, -5.685], [1.743, 2.195, 3.439], [2.189, 4.919, 1.172], [-1.916, -5.439, -2.480], [-3.104, -6.884, -1.439], [-0.566, -0.009, 0.622], [-1.585, -4.894, -3.712], [1.681, 2.254, 1.126], [1.252, 5.079, 1.693], [0.671, 4.064, 2.412], [1.209, -0.007, 1.020], [-0.621, -1.454, -1.381], [1.400, 2.764, 2.442], [4.473, 0.971, 1.667], [1.410, -2.150, 1.124], [3.118, -0.942, 1.448], [-0.520, 4.205, 3.066], [-3.123, -6.390, -4.786], [-0.948, 1.466, 0.047], [3.308, 0.375, 1.454], [5.251, 0.349, 1.826], [-3.455, -6.934, -3.556], [-2.185, -5.370, -4.867], [-0.940, 3.372, 3.617], [-2.078, 5.611, 3.526], [1.841, -1.164, 1.180]]}

No. 7
{"formula": "C15H12ClMoN7O7S", "method": "the ωB97M-V functional and the def2-TZVPD basis", "total_charge": 4, "mol_weight_g_mol": 565.76, "spin_multiplicity": 1, "e_tot_ev": -65674.418, "symbols": ["O", "O", "H", "O", "C", "C", "H", "N", "S", "H", "N", "H", "C", "C", "H", "N", "O", "C", "C", "Cl", "C", "H", "C", "N", "O", "H", "C", "H", "O", "N", "C", "N", "Mo", "C", "C", "C", "H", "O", "C", "H", "H", "N", "H", "C"], "coordinates": [[-1.360, -0.768, 2.030], [2.292, -4.136, 5.761], [-1.626, 1.496, -2.474], [-1.522, -2.668, 3.053], [1.014, -2.448, 3.955], [2.819, -1.068, 2.335], [-2.156, -0.984, -0.222], [-0.781, 1.932, -2.090], [-0.760, 2.164, 0.904], [-2.023, 5.578, -3.864], [-0.553, -0.928, -1.572], [-0.136, 2.076, -2.874], [-1.106, 3.418, -0.255], [-1.693, 4.556, -3.680], [0.325, -3.022, 4.572], [-1.120, 3.202, -1.580], [3.842, -2.590, 5.960], [-2.387, -2.427, -1.805], [-1.742, -1.418, -1.125], [0.129, -3.037, -4.830], [-0.602, -2.439, -3.427], [-2.315, -3.743, -3.512], [0.007, -1.424, -2.711], [-0.908, -1.755, 2.593], [4.514, 0.144, 0.912], [-0.742, 4.409, -4.198], [3.300, -1.749, 3.448], [-2.444, 3.877, -4.089], [0.965, -0.369, 0.971], [-1.485, 4.665, -0.107], [3.763, -0.389, 1.539], [2.872, -3.135, 5.454], [0.325, 0.636, -0.523], [-1.543, 4.379, -2.221], [0.551, -1.734, 2.863], [-1.822, -2.948, -2.963], [-1.602, 5.200, 0.750], [1.696, 1.224, -1.176], [1.417, -1.030, 2.000], [4.354, -1.750, 3.718], [-3.330, -2.804, -1.431], [-1.755, 5.263, -1.297], [0.960, -1.020, -3.032], [2.372, -2.434, 4.240]]}

No. 8
{"formula": "C15H12ErN2O5", "method": "the ωB97M-V functional and the def2-TZVPD basis", "total_charge": 3, "mol_weight_g_mol": 467.53, "spin_multiplicity": 4, "s_squared": 3.753, "e_tot_ev": -56558.617, "symbols": ["H", "O", "H", "H", "H", "N", "H", "C", "O", "H", "H", "C", "C", "H", "C", "C", "C", "O", "O", "Er", "H", "C", "C", "C", "C", "C", "H", "N", "O", "H", "C", "C", "H", "C", "C"], "coordinates": [[-2.329, 0.710, -1.514], [0.093, 3.846, -3.682], [-1.462, -0.796, 3.373], [-0.608, 0.776, 3.489], [0.274, -1.592, 3.119], [-0.177, -0.140, 0.846], [-4.159, 1.336, 0.212], [-1.954, 0.253, -4.724], [0.116, -3.261, -3.935], [-3.554, 1.966, 1.757], [-4.160, 0.282, 1.640], [-0.443, 0.064, -0.476], [2.211, 0.307, -4.777], [2.510, -2.181, 4.012], [2.437, -1.610, 3.082], [2.255, -0.025, 0.787], [-3.597, 1.071, 1.119], [3.203, 0.310, -5.372], [0.459, -0.081, -1.412], [0.195, 0.249, -3.486], [2.173, 0.644, -0.068], [-2.259, 0.616, 0.690], [3.502, -0.476, 1.218], [0.101, 2.692, -3.620], [-1.791, 0.496, -0.594], [1.089, -0.466, 1.435], [4.578, -1.565, 2.746], [-1.286, 0.247, 1.544], [-2.935, 0.221, -5.331], [-2.359, 0.711, 3.228], [1.174, -1.248, 2.596], [3.600, -1.254, 2.379], [4.390, -0.221, 0.641], [-1.409, 0.226, 2.983], [0.124, -2.107, -3.905]]}